# 1
Here is a molecular structure, C44H59InN2O6S2Se at a distorted geometry from the OMol25 dataset. Energies are from the ωB97M-V functional and the def2-TZVPD basis.

Geometry as ORCA input:
```
! wB97M-V def2-TZVPD RIJCOSX def2/J DEFGRID3
* xyz -2 1
In 1.9128 0.6979 -1.3661
C -3.5119 -3.1272 2.9667
C -2.0386 -3.5584 3.0256
C -1.4740 -3.1311 4.3835
C -1.9494 -5.0904 2.9522
C -1.2814 -2.9302 1.8608
C -0.2651 -2.0070 2.0333
C 0.3828 -1.4423 0.9483
Se 1.8362 -0.2485 1.3054
C 0.7946 1.2594 1.9248
C 0.2509 1.2517 3.2018
C -0.5494 2.2894 3.6400
C -0.7884 3.3339 2.7373
C -0.2243 3.4145 1.4790
C 0.6437 2.3546 1.0394
O 1.2527 2.4076 -0.1006
C -0.4941 4.6201 0.5695
C -1.1537 4.1621 -0.7392
C -1.4210 5.6464 1.2284
C 0.8333 5.3203 0.2278
C -1.1428 2.3619 5.0445
C -0.7254 1.1751 5.9166
C -0.6587 3.6473 5.7364
C -2.6777 2.3682 4.9690
C 0.0751 -1.7622 -0.3973
O 0.6901 -1.2191 -1.3979
C -0.9636 -2.7320 -0.5742
C -1.5840 -3.2707 0.5430
C -1.4382 -3.2736 -1.9409
C -2.9435 -2.9999 -2.0942
C -1.1574 -4.7876 -1.9836
C -0.7644 -2.6654 -3.1776
H -4.0806 -3.5678 3.7923
H -3.9715 -3.4354 2.0263
H -3.5829 -2.0402 3.0341
H -2.0268 -3.6291 5.1845
H -1.5632 -2.0530 4.5291
H -0.4217 -3.4067 4.4734
H -2.4864 -5.5470 3.7898
H -0.9045 -5.4025 2.9982
H -2.3761 -5.4712 2.0236
H 0.0648 -1.7098 3.0193
H 0.4756 0.4077 3.8424
H -1.4504 4.1276 3.0602
H -2.1006 3.6523 -0.5490
H -0.4943 3.4771 -1.2652
H -1.3437 5.0250 -1.3853
H -2.3884 5.2018 1.4743
H -1.6008 6.4659 0.5290
H -0.9811 6.0664 2.1372
H 1.4769 4.6393 -0.3224
H 1.3549 5.6304 1.1378
H 0.6441 6.2036 -0.3901
H 0.3604 1.1178 6.0105
H -1.0904 0.2360 5.4964
H -1.1522 1.2887 6.9164
H 0.4323 3.6723 5.7502
H -1.0251 3.6943 6.7672
H -1.0074 4.5348 5.2080
H -3.0260 1.4713 4.4539
H -3.0449 3.2369 4.4212
H -3.1111 2.3851 5.9743
H -2.3612 -4.0090 0.3744
H -3.5317 -3.4459 -1.2896
H -3.3059 -3.3989 -3.0467
H -3.1145 -1.9244 -2.0831
H -1.6775 -5.3235 -1.1876
H -0.0850 -4.9590 -1.8699
H -1.4764 -5.2065 -2.9432
H -0.8829 -1.5845 -3.2016
H -1.2351 -3.0877 -4.0726
H 0.2996 -2.8900 -3.2060
C 6.1513 -3.0591 -1.8310
N 5.2941 -3.1312 -0.6631
C 5.9454 -2.7413 0.5751
C 3.9350 -2.9265 -0.7534
C 3.3437 -3.0596 -2.1324
O 3.2540 -2.7608 0.2523
H 7.1344 -3.4514 -1.5639
H 6.2652 -2.0250 -2.1752
H 5.7554 -3.6596 -2.6468
H 6.7410 -3.4489 0.8222
H 5.1929 -2.7375 1.3587
H 6.3567 -1.7302 0.4827
H 3.4506 -4.0824 -2.5021
H 3.8203 -2.3660 -2.8264
H 2.2945 -2.7906 -2.0687
C -3.7810 0.7131 -1.8044
C -2.7845 0.5329 -0.8472
C -1.4594 0.7555 -1.1510
C -1.0404 1.1383 -2.4452
C -2.0748 1.3597 -3.3887
C -3.4048 1.1483 -3.0681
N 0.2697 1.3904 -2.7162
C 0.6305 1.7472 -4.0291
C 1.1223 3.0227 -4.3049
C 1.5280 3.3608 -5.5867
C 1.4145 2.4491 -6.6263
C 0.9039 1.1835 -6.3665
C 0.5234 0.8361 -5.0831
H -4.8239 0.5348 -1.5690
H -3.0437 0.2031 0.1535
H -0.7190 0.6568 -0.3697
H -1.8158 1.7289 -4.3716
H -4.1593 1.3306 -3.8272
H 1.2136 3.7274 -3.4908
H 1.9501 4.3418 -5.7744
H 1.7438 2.7104 -7.6256
H 0.8214 0.4632 -7.1733
H 0.1655 -0.1641 -4.8667
O 3.1660 0.3735 -3.5556
S 4.0378 1.3459 -2.8689
O 5.2479 1.6659 -3.5978
O 3.2713 2.5137 -2.4145
S 4.4891 0.3935 -1.1327
*
```

## Properties
Largest force on an atom in eV Å⁻¹: 2.0
HOMO energy in Eh: -0.0688

***

# 2
Here is a molecular structure, C44H59N4O4PSTi from the OMol25 dataset. Energies are from the ωB97M-V functional and the def2-TZVPD basis.

Geometry as ORCA input:
```
! wB97M-V def2-TZVPD RIJCOSX def2/J DEFGRID3
* xyz 3 2
Ti -0.5799 0.4302 -0.2452
C -1.4248 2.6915 2.6313
O -1.6500 2.6229 1.2183
C -3.0012 2.8646 0.8760
C -3.7553 1.5646 0.7879
O -2.9868 0.5986 0.0424
C -3.3706 -0.7578 0.4081
C -2.5000 -1.1808 1.5428
O -1.1234 -1.1795 1.0651
C -0.6096 -2.5214 0.8435
H -1.6958 3.6805 3.0051
H -2.0095 1.9351 3.1610
H -0.3738 2.5060 2.8029
H -3.4878 3.5099 1.6081
H -3.0262 3.4034 -0.0739
H -3.9592 1.1734 1.7871
H -4.7057 1.7136 0.2792
H -4.4277 -0.8131 0.6456
H -3.1827 -1.3761 -0.4573
H -2.5390 -0.4765 2.3681
H -2.7681 -2.1666 1.9124
H -0.7135 -3.0974 1.7588
H -1.1527 -2.9939 0.0317
H 0.4384 -2.4326 0.5974
N 2.3015 4.9343 -2.5135
C 1.7978 3.9905 -1.4090
C 2.4021 2.6061 -1.5484
C 1.7395 1.6841 -2.6014
N 1.2244 0.4626 -1.9236
C 0.5925 2.3665 -3.3418
C -0.4061 3.0487 -2.4084
N -1.2148 1.9948 -1.7263
C 0.2734 3.9613 -1.3516
H 3.3174 5.0111 -2.4821
H 1.9219 5.8734 -2.3996
H 2.0504 4.6149 -3.4424
H 2.1844 4.4437 -0.4996
H 2.2507 2.1626 -0.5705
H 3.4848 2.6649 -1.6941
H 2.4919 1.3965 -3.3320
H 1.9261 0.1375 -1.2779
H 1.1015 -0.2704 -2.6035
H 0.0630 1.6333 -3.9546
H 0.9839 3.0842 -4.0692
H -1.0774 3.6494 -3.0149
H -1.6404 1.4076 -2.4393
H -1.9984 2.4343 -1.2624
H 0.0349 3.5780 -0.3569
H -0.1339 4.9762 -1.3936
N 0.8435 0.8564 0.8165
P 1.9241 0.5613 1.9457
C 1.3275 0.7627 3.6263
C 0.2400 -0.0323 4.0128
C -0.2647 0.0498 5.2987
C 0.3118 0.9306 6.2126
C 1.3940 1.7146 5.8393
C 1.9079 1.6313 4.5472
C 3.3210 1.6863 1.7613
C 4.6302 1.2458 1.5974
C 5.6607 2.1687 1.4292
C 5.3884 3.5287 1.4379
C 4.0792 3.9797 1.6106
C 3.0496 3.0630 1.7617
C 2.6232 -1.0983 1.9090
C 2.9301 -1.6948 0.6805
C 3.5281 -2.9440 0.6246
C 3.8303 -3.6135 1.8073
C 3.5408 -3.0275 3.0315
C 2.9419 -1.7727 3.0870
H -0.1976 -0.7227 3.2999
H -1.0975 -0.5762 5.6017
H -0.0783 0.9938 7.2221
H 1.8504 2.3875 6.5569
H 2.7657 2.2329 4.2767
H 4.8573 0.1856 1.6124
H 6.6808 1.8210 1.3109
H 6.1991 4.2422 1.3362
H 3.8753 5.0451 1.6606
H 2.0284 3.4083 1.9093
H 2.7125 -1.1787 -0.2426
H 3.7700 -3.3935 -0.3331
H 4.3025 -4.5891 1.7715
H 3.7844 -3.5464 3.9523
H 2.7301 -1.3261 4.0507
O -1.2800 -1.0160 -1.8543
S -1.5340 -1.1367 -3.3563
C -3.0127 -2.1711 -3.5870
C -3.9779 -2.1232 -2.4393
C -4.9040 -1.0901 -2.3190
C -5.8477 -1.1120 -1.3003
C -5.8678 -2.1663 -0.3931
C -4.9340 -3.1917 -0.4982
C -3.9894 -3.1692 -1.5199
C -0.2764 -2.2800 -4.0282
C -0.1698 -3.5980 -3.3246
C -0.7288 -4.7498 -3.8712
C -0.6359 -5.9609 -3.1989
C 0.0221 -6.0304 -1.9774
C 0.6025 -4.8890 -1.4362
C 0.5067 -3.6791 -2.1089
H -2.6612 -3.1856 -3.7519
H -3.4448 -1.7767 -4.5090
H -4.9194 -0.2868 -3.0519
H -6.5913 -0.3244 -1.2343
H -6.6297 -2.2027 0.3785
H -4.9593 -4.0251 0.1961
H -3.2768 -3.9850 -1.6221
H 0.6592 -1.7234 -3.9764
H -0.5571 -2.3655 -5.0821
H -1.2162 -4.7103 -4.8410
H -1.0668 -6.8534 -3.6356
H 0.1041 -6.9799 -1.4602
H 1.1472 -4.9493 -0.4983
H 0.9822 -2.7927 -1.7018
*
```

## Properties
Largest force on an atom in eV Å⁻¹: 0.8
HOMO energy (spin up / spin down) in Eh: -0.5556 / -0.5745
Energy relative to the best compared isomer or geometry (same formula, charge and spin) in kJ/mol: 150.4

***

# 3
Here is a molecular structure, C44H60AgAsF6N4O23 at a distorted geometry from the OMol25 dataset. Energies are from the ωB97M-V functional and the def2-TZVPD basis.

Geometry as ORCA input:
```
! wB97M-V def2-TZVPD RIJCOSX def2/J DEFGRID3
* xyz 0 1
Ag 2.0126 -2.0467 0.8717
As 0.3297 1.6628 0.3844
F -1.2955 1.3220 0.7049
F 0.0404 1.2772 -1.2454
F 1.9929 1.9369 0.0595
F 0.5911 2.0239 2.0383
F 0.8141 0.0009 0.7919
F 0.0003 3.2927 0.0343
C 0.0963 -1.3572 -3.8962
C 0.3598 -2.3636 -4.8425
C 1.0167 -2.0450 -6.0392
C 1.2615 -0.6985 -6.3141
C 0.9517 0.3140 -5.4297
C 0.3778 -0.0249 -4.1865
N 2.0155 -0.3881 -7.5304
O 2.3573 -1.2897 -8.2218
O 2.2572 0.7297 -7.7477
H -0.1801 -1.5407 -2.8578
H -0.0150 -3.3657 -4.6535
H 1.2236 -2.7961 -6.7836
H 1.2735 1.3326 -5.6096
H 0.1007 0.7605 -3.4945
C -1.5735 3.9747 -2.6039
C -0.6039 4.8395 -3.1015
C -0.6189 5.1906 -4.4378
C -1.4786 4.5421 -5.2696
C -2.5032 3.7506 -4.8035
C -2.5205 3.4514 -3.4525
N -1.3576 4.7503 -6.6942
O -2.1903 4.3001 -7.3882
O -0.4116 5.3214 -7.0738
H -1.5500 3.8514 -1.5324
H 0.0409 5.4126 -2.4448
H 0.1698 5.7877 -4.8748
H -3.3286 3.4536 -5.4316
H -3.3690 2.8958 -3.0653
C 2.5275 5.1418 -0.7076
C 2.0927 5.6488 0.4971
C 2.1878 6.9930 0.7902
C 2.6980 7.8878 -0.1281
C 3.1872 7.3810 -1.3359
C 3.1519 6.0251 -1.6035
N 2.7001 9.3435 0.0959
O 2.9767 10.0914 -0.8304
O 2.4259 9.7053 1.2015
H 2.4837 4.0999 -0.9880
H 1.6754 5.0552 1.2999
H 1.8568 7.3248 1.7663
H 3.5992 8.0595 -2.0757
H 3.5481 5.6377 -2.5350
C -4.5823 3.9421 2.4085
C -5.7405 3.5545 1.7464
C -6.8080 3.0716 2.4780
C -6.7152 2.9356 3.8407
C -5.5833 3.2953 4.5268
C -4.4942 3.7021 3.7710
N -7.8676 2.4119 4.5751
O -8.9231 2.6493 4.1476
O -7.6538 1.7478 5.5609
H -3.7506 4.3121 1.8299
H -5.7694 3.6351 0.6677
H -7.6881 2.7753 1.9229
H -5.4189 3.0411 5.5616
H -3.6086 3.9974 4.3331
C 7.2969 -2.9876 3.0380
C 5.8263 -2.7366 2.8340
O 5.4990 -1.3256 3.1531
C 4.2903 -0.8957 3.0317
O 3.3769 -1.5800 2.7203
O 4.2115 0.3696 3.3396
C 2.9095 0.9455 3.2716
H 7.5096 -3.2381 4.0731
H 7.9187 -2.1615 2.7057
H 7.5311 -3.8691 2.4393
H 5.2435 -3.3532 3.5290
H 5.4898 -2.8935 1.8035
H 2.9995 1.9848 3.5598
H 2.1756 0.4733 3.9297
H 2.4882 0.8880 2.2738
C 3.1086 -3.9126 6.0822
C 2.1932 -3.6219 4.9556
O 1.3147 -2.5596 5.3712
C 0.4342 -2.1188 4.4887
O 0.1845 -2.5883 3.4206
O -0.2364 -1.1187 5.0339
C -1.2157 -0.5533 4.2040
H 3.6946 -4.8156 5.9457
H 2.5289 -3.8655 7.0012
H 3.8698 -3.1256 6.1381
H 1.6380 -4.4539 4.5173
H 2.7383 -3.2213 4.0920
H -2.0990 -1.2009 4.1461
H -0.8565 -0.2882 3.2214
H -1.6044 0.3608 4.6613
C 3.7068 -4.6769 -4.6279
C 2.9889 -4.0400 -3.4863
O 3.6039 -2.7756 -3.2809
C 3.1812 -2.1274 -2.2566
O 2.4935 -2.5687 -1.3742
O 3.6645 -0.9379 -2.3439
C 3.1910 0.0657 -1.4504
H 4.7777 -4.5438 -4.4592
H 3.4083 -4.2837 -5.5970
H 3.5586 -5.7569 -4.7071
H 2.9962 -4.5368 -2.5142
H 1.9260 -3.9401 -3.7083
H 2.7643 0.8824 -2.0265
H 3.9521 0.3694 -0.7390
H 2.3311 -0.2822 -0.8694
C -5.0607 -0.1047 2.4801
C -5.6279 -1.1361 3.4354
O -6.1529 -2.3073 2.7828
C -5.3614 -3.2154 2.2997
O -4.1988 -3.2084 2.3029
O -6.1023 -4.2106 1.8493
C -5.4010 -5.4455 1.6349
H -4.2765 -0.5538 1.8625
H -4.5076 0.6570 3.0363
H -5.8016 0.2977 1.7918
H -6.4303 -0.7608 4.0590
H -4.7988 -1.4482 4.0845
H -4.7837 -5.6855 2.4957
H -4.8452 -5.4310 0.7054
H -6.1946 -6.1892 1.5916
C 0.2481 -6.5730 -2.7834
C 0.4747 -5.6005 -1.6703
O -0.5483 -4.5950 -1.7945
C -0.6870 -3.7842 -0.7637
O 0.0981 -3.7050 0.1087
O -1.8055 -3.1070 -0.8788
C -2.0800 -2.0545 0.0793
H 0.2601 -6.0466 -3.7563
H -0.7035 -7.0926 -2.7305
H 1.0631 -7.2773 -2.9738
H 1.4078 -5.0429 -1.7578
H 0.4515 -6.1368 -0.7213
H -1.3073 -1.3045 0.0754
H -2.1067 -2.4752 1.0879
H -3.0194 -1.5725 -0.1484
*
```

## Properties
Largest force on an atom in eV Å⁻¹: 4.5
HOMO energy in Eh: -0.3617

***

# 4
Here is a molecular structure, C44H60FN10NbO2 at a distorted geometry from the OMol25 dataset. Energies are from the ωB97M-V functional and the def2-TZVPD basis.

Geometry as ORCA input:
```
! wB97M-V def2-TZVPD RIJCOSX def2/J DEFGRID3
* xyz -2 1
C 5.7030 1.9876 -3.7430
C 5.5995 1.2782 -5.1177
F 6.3750 0.0432 -5.0060
C 4.1709 0.8632 -5.5533
Nb 2.4970 2.3691 -5.1619
C 1.2509 0.6107 -4.3601
O 0.7796 -0.2469 -5.1519
O 1.0468 0.4578 -3.0867
H 6.7483 1.8842 -3.3654
H 4.9518 1.5934 -3.0295
H 5.5440 3.0743 -3.9346
H 6.1377 1.8728 -5.8931
H 3.9412 -0.1103 -5.0545
H 4.1657 0.6637 -6.6540
H 1.7754 2.1114 -6.8554
H 1.1029 3.5498 -4.8921
H 2.9928 2.7003 -3.4450
H 3.4983 3.7986 -5.7733
N 3.8190 -2.5821 -1.7811
C 2.7477 -1.7955 -1.4646
C 2.4072 -2.0521 -0.1653
C 3.3112 -3.0314 0.3305
C 4.1750 -3.3377 -0.6918
H 4.2752 -2.6017 -2.6762
H 2.3141 -1.1177 -2.1923
H 1.5950 -1.5847 0.3686
H 3.3273 -3.4603 1.3213
H 5.0060 -4.0234 -0.7396
N -1.7961 1.1099 2.1999
C -0.4867 1.0571 2.6120
C 0.2942 0.8491 1.5059
C -0.5684 0.7786 0.3795
C -1.8496 0.9443 0.8355
H -2.5890 1.2476 2.8006
H -0.2274 1.1689 3.6543
H 1.3688 0.7582 1.5010
H -0.2768 0.6237 -0.6527
H -2.7918 0.9588 0.3128
N -1.7794 3.4484 4.6021
C -3.0636 3.8277 4.3218
C -3.4562 4.7301 5.2762
C -2.3624 4.9057 6.1647
C -1.3428 4.1037 5.7188
H -1.2361 2.7872 4.0667
H -3.5859 3.4235 3.4701
H -4.4197 5.2115 5.3303
H -2.3273 5.5475 7.0313
H -0.3480 3.9419 6.1001
N -4.9909 -2.0778 2.1207
C -5.2451 -3.2996 1.5571
C -4.2319 -3.5753 0.6754
C -3.3278 -2.4812 0.7115
C -3.8201 -1.5755 1.6124
H -5.5708 -1.6209 2.8005
H -6.1223 -3.8634 1.8304
H -4.1472 -4.4646 0.0714
H -2.4187 -2.3713 0.1413
H -3.4434 -0.6241 1.9340
N 1.3324 2.8506 9.8050
C 1.8184 1.6079 9.4976
C 0.9554 1.0266 8.6063
C -0.0895 1.9558 8.3614
C 0.1717 3.0716 9.1125
H 1.7612 3.4998 10.4393
H 2.7325 1.2466 9.9393
H 1.0621 0.0440 8.1756
H -0.9365 1.8207 7.7073
H -0.3659 4.0002 9.2145
N -10.0233 -5.9267 2.9662
C -10.6320 -5.2831 4.0100
C -9.8502 -4.2128 4.3583
C -8.7292 -4.2075 3.4873
C -8.8658 -5.2742 2.6391
H -10.3723 -6.7501 2.5102
H -11.5644 -5.6423 4.4134
H -10.0594 -3.5106 5.1492
H -7.9155 -3.5006 3.4834
H -8.2411 -5.6253 1.8341
N 1.0990 6.6400 4.3450
C 0.8267 5.4208 3.7848
C 1.8312 5.1282 2.8997
C 2.7499 6.2104 2.9306
C 2.2732 7.1260 3.8329
H 0.5260 7.1046 5.0260
H -0.0557 4.8724 4.0624
H 1.9003 4.2363 2.2970
H 3.6573 6.3056 2.3559
H 2.6646 8.0781 4.1529
N 2.1584 -0.7383 -8.5855
C 1.8913 -1.9512 -9.1510
C 2.8919 -2.2341 -10.0489
C 3.8028 -1.1474 -10.0172
C 3.3219 -0.2431 -9.1009
H 1.5845 -0.2773 -7.8891
H 1.0132 -2.5086 -8.8688
H 2.9612 -3.1230 -10.6579
H 4.7069 -1.0402 -10.5968
H 3.7083 0.7078 -8.7740
N 3.0190 -1.8604 -13.3897
C 2.7470 -3.0737 -13.9553
C 3.7440 -3.3564 -14.8546
C 4.6562 -2.2709 -14.8245
C 4.1814 -1.3662 -13.9085
H 2.4512 -1.4022 -12.6946
H 1.8691 -3.6304 -13.6710
H 3.8110 -4.2439 -15.4640
H 5.5581 -2.1649 -15.4064
H 4.5700 -0.4154 -13.5831
N -2.5865 -1.9049 9.4877
C -2.8634 -3.1246 8.9292
C -1.8593 -3.4206 8.0453
C -0.9377 -2.3408 8.0750
C -1.4119 -1.4230 8.9756
H -3.1566 -1.4362 10.1680
H -3.7487 -3.6726 9.2074
H -1.7921 -4.3130 7.4440
H -0.0298 -2.2490 7.5004
H -1.0186 -0.4725 9.2945
*
```

## Properties
Largest force on an atom in eV Å⁻¹: 2.9
HOMO energy in Eh: -0.0165

***

The evaluated electronic energy for the records listed, in turn: -154047.3260; -103954.8171; -180789.3341; -69855.7392 eV.